The following is a quantum chemistry calculation of a 2-piece molecular cluster, C5H8BrN2 overall at a distorted geometry, from the OMol25 dataset.

Each line ends with the Mulliken charge.
Element x y z (Å)
C -0.65 -1.72 0.06  -0.6362
C -1.84 -1.35 -0.61  -0.3062
C 0.16 -0.58 0.10  0.1047
C -0.33 1.82 -0.26  -1.0914
C 2.63 -0.33 1.14  -0.2895
N -1.73 -0.04 -0.96  -0.3802
N -0.57 0.39 -0.50  0.4249
Br 3.68 0.08 -0.29  0.1528
H -0.36 -2.68 0.48  0.3484
H -2.61 -2.05 -0.79  0.4347
H 0.63 2.06 0.01  0.3925
H -0.41 2.49 -1.03  0.4163
H -0.95 2.25 0.48  0.4149
H 2.57 -1.42 1.29  0.3584
H 2.35 0.57 1.85  0.3482
H -2.58 0.51 -0.97  0.3077

Computed properties:
Multiplicity: 1
Net charge: +1
ΔE to the lowest compared entry with this formula, charge and spin: 140.0 kcal/mol
HOMO-LUMO gap (spin up / spin down): 0.28645 / 0.28673 Ha
HOMO energy (spin up / spin down): -13.34 / -13.35 eV
E_LUMO (spin up / spin down): -5.55 / -5.55 eV

***

The following is a quantum chemistry calculation of AsF6H26O13 as an isolated structure at a distorted geometry, from the OMol25 dataset.

Each line ends with the Löwdin spin population.
Element x y z (Å)
As -0.66 0.35 0.01  0.1867
F -2.42 -0.07 -0.13  0.1098
F -0.69 1.59 -1.29  0.0993
F 1.10 0.52 0.12  0.1073
F -0.73 -0.75 1.44  0.1067
F -0.38 -0.99 -1.19  0.1038
F -1.00 1.73 1.08  0.0884
O 1.82 3.34 1.80  0.0091
H 2.21 4.13 1.43  0.0014
H 1.04 3.18 1.27  0.0049
O -0.59 -2.66 3.72  0.0070
H -0.41 -1.91 3.15  0.0044
H 0.18 -3.22 3.62  0.0013
O 3.08 -2.05 -1.22  0.0061
H 3.01 -2.33 -2.13  0.0014
H 2.25 -2.29 -0.82  0.0039
O 0.04 -2.84 -3.10  0.0141
H -0.53 -2.83 -3.87  0.0026
H -0.33 -2.17 -2.52  0.0078
O -1.31 -3.39 0.24  0.0093
H -1.15 -2.46 0.40  0.0050
H -1.81 -3.68 1.00  0.0018
O 1.84 -1.22 2.77  0.0064
H 2.34 -0.86 2.03  0.0020
H 2.23 -0.80 3.54  0.0011
O -4.00 0.61 -2.39  0.0115
H -3.45 0.03 -1.85  0.0064
H -3.98 1.45 -1.94  0.0044
O -2.75 3.25 2.42  0.0128
H -1.99 2.84 2.00  0.0059
H -3.38 2.53 2.52  0.0025
O -2.88 -0.92 3.92  0.0080
H -2.45 -1.76 3.76  0.0015
H -2.28 -0.27 3.55  0.0042
O -1.41 1.40 -4.08  0.0081
H -0.76 0.75 -4.35  0.0030
H -2.05 0.90 -3.58  0.0029
O 3.65 0.77 -1.80  0.0051
H 2.73 0.87 -2.03  0.0024
H 3.75 -0.16 -1.61  0.0008
O 1.28 2.04 -3.05  0.0094
H 0.53 2.16 -2.47  0.0059
H 0.90 2.01 -3.92  0.0015
O 3.47 0.90 1.30  0.0075
H 3.13 0.90 0.40  0.0030
H 2.80 1.36 1.81  0.0018

Computed properties:
<S²>: 0.752
Multiplicity: 2
Net charge: -2
ΔE to the lowest compared entry with this formula, charge and spin: 2.7 kcal/mol
HOMO-LUMO gap (spin up / spin down): 0.13288 / 0.37449 Ha
HOMO energy (spin up / spin down): 1.50 / -5.24 eV
E_LUMO (spin up / spin down): 5.11 / 4.95 eV

***

The following is a quantum chemistry calculation of C15H36O3S2Sb as an isolated structure, from the OMol25 dataset.

Each line ends with the Mulliken charge.
Element x y z (Å)
C 3.14 -1.48 2.20  -1.1529
C 3.51 -1.31 0.72  -0.4734
C 2.39 -0.76 -0.20  -0.4122
C 0.97 -0.73 0.35  -0.8960
Sb -0.42 0.42 -0.95  1.2561
C 0.15 2.31 0.15  -0.7703
C -0.05 3.51 -0.75  -0.7903
C 0.49 4.83 -0.17  -0.6409
S 2.09 5.37 -0.86  -0.3023
C -2.08 0.02 0.52  -1.0404
C -2.34 -1.43 0.97  -0.6225
C -1.68 -1.76 2.31  0.0508
C -2.37 -1.00 3.44  -1.1551
S -1.30 -0.50 4.77  1.2353
O -2.05 -0.41 5.99  -0.6760
O -0.09 -1.26 4.74  -0.5784
O -0.96 1.01 4.39  -0.5366
C -0.94 -1.38 -2.16  -1.3408
C -0.83 -1.37 -3.70  0.9233
C -0.75 0.00 -4.38  -1.5147
C 0.35 -2.23 -4.18  -1.6465
H 2.69 -0.58 2.62  0.2441
H 2.43 -2.29 2.35  0.2483
H 4.04 -1.71 2.79  0.4526
H 3.86 -2.27 0.34  0.3371
H 4.37 -0.63 0.68  0.2809
H 2.66 0.24 -0.56  0.2411
H 2.36 -1.38 -1.10  -0.0372
H 0.59 -1.75 0.46  0.6418
H 0.92 -0.25 1.33  0.0147
H -1.56 1.41 -1.90  -0.2259
H 0.94 0.81 -2.03  -0.1664
H -0.45 2.43 1.07  0.2260
H 1.20 2.22 0.44  0.2935
H 0.45 3.32 -1.71  0.3888
H -1.11 3.63 -0.98  0.2465
H -0.19 5.66 -0.40  0.3989
H 0.60 4.76 0.91  0.3491
H 2.53 4.15 -1.19  0.1029
H -2.98 0.45 0.06  0.4888
H -1.87 0.64 1.40  0.1530
H -3.42 -1.60 1.09  0.3768
H -2.00 -2.15 0.23  0.2967
H -0.62 -1.51 2.29  -0.1303
H -1.73 -2.83 2.51  0.4559
H -3.14 -1.59 3.94  0.4229
H -2.85 -0.10 3.07  0.4654
H -0.67 1.07 3.46  0.4111
H -1.97 -1.64 -1.89  0.3972
H -0.31 -2.18 -1.77  0.3136
H -1.74 -1.84 -4.10  0.2424
H -1.61 0.63 -4.12  0.2787
H -0.76 -0.13 -5.46  0.4919
H 0.16 0.53 -4.11  0.2510
H 1.30 -1.73 -3.97  0.2667
H 0.29 -2.41 -5.26  0.4691
H 0.34 -3.20 -3.67  0.3963

Computed properties:
Multiplicity: 1
Net charge: -1
HOMO-LUMO gap: 0.25134 Ha
HOMO energy: -3.97 eV
E_LUMO: 2.86 eV

***

The following is a quantum chemistry calculation of a 4-piece molecular cluster, CH7O5 overall at a distorted geometry, from the OMol25 dataset.

Each line ends with the Mulliken charge.
Element x y z (Å)
O 0.70 -0.20 -0.91  -0.6853
C -0.48 0.20 -1.00  0.0520
O -1.42 -0.05 -0.22  -0.6436
H -0.77 0.96 -1.76  0.2946
H -2.02 1.04 2.63  0.3264
H -0.65 1.57 2.39  0.3282
O -1.34 1.57 3.05  -0.6617
H -0.36 -1.34 1.92  0.3413
H 0.75 -2.30 1.64  0.3115
O 0.32 -1.88 2.37  -0.6637
H 1.70 0.31 -2.60  0.3858
H 1.42 -0.04 -4.05  0.2892
O 2.16 0.14 -3.46  -0.6747

Computed properties:
Multiplicity: 1
Net charge: -1
ΔE to the lowest compared entry with this formula, charge and spin: 15.5 kcal/mol
HOMO-LUMO gap: 0.33175 Ha
HOMO energy: -5.03 eV
E_LUMO: 4.00 eV

***

The following is a quantum chemistry calculation of one molecule with the formula C7H10, from the OMol25 dataset.

Each line ends with the Mulliken charge.
Element x y z (Å)
C 1.80 0.50 1.65  -0.1934
C 1.96 0.21 0.48  -0.2749
C 1.56 -0.29 -0.84  -0.6230
C 0.20 -0.91 -0.52  0.0130
C -1.17 -0.78 -1.10  -0.8611
C -0.88 -0.31 0.34  0.1901
C -1.17 1.17 0.54  -1.3815
H 1.63 0.75 2.66  0.3982
H 1.57 0.50 -1.60  0.3113
H 2.23 -1.08 -1.19  0.3026
H 0.35 -1.94 -0.20  0.2478
H -1.65 -1.69 -1.44  0.2690
H -1.43 0.08 -1.72  0.2516
H -1.12 -0.90 1.23  0.3409
H -2.26 1.28 0.52  0.3778
H -0.83 1.60 1.49  0.3349
H -0.76 1.80 -0.26  0.2968

Computed properties:
Multiplicity: 1
ΔE to the lowest compared entry with this formula, charge and spin: 75.2 kcal/mol
HOMO-LUMO gap: 0.39176 Ha
HOMO energy: -9.57 eV
E_LUMO: 1.09 eV
SMILES: C#CC[C@@H]1C[C@@H]1C

***

The following is a quantum chemistry calculation of one molecule with the formula C5H8O, from the OMol25 dataset.

Each line ends with the Mulliken charge.
Element x y z (Å)
C 1.26 0.29 -0.66  -0.5631
C 1.40 1.53 0.15  -0.4962
C -0.90 0.38 0.95  -0.5527
O -1.98 -0.04 0.11  -0.3948
C -1.12 -0.85 -0.69  -0.5712
C 0.13 -0.44 0.11  0.1514
H 0.98 0.49 -1.70  0.3140
H 2.16 -0.34 -0.65  0.2958
H 1.80 1.18 1.12  0.2180
H -0.79 1.47 0.96  0.3999
H -1.01 0.02 1.97  0.2640
H -1.12 -0.53 -1.74  0.2666
H -1.38 -1.91 -0.64  0.2525
H 0.56 -1.26 0.70  0.4158

Computed properties:
Multiplicity: 1
ΔE to the lowest compared entry with this formula, charge and spin: 129.7 kcal/mol
HOMO-LUMO gap: 0.30948 Ha
HOMO energy: -8.74 eV
E_LUMO: -0.32 eV

***

- Which of these has the highest multiplicity?
  AsF6H26O13

***

- Which value of multiplicity does entry 4 give?
  1